C2H4N4S in the gas phase at a distorted geometry. Source: OMol25; level of theory: ωB97M-V/def2-TZVPD.

```
11
Properties=species:S:1:pos:R:3:forces:R:3:mulliken_charge:R:1
C 0.79817 -0.12562 -0.19319 0.342 0.959 0.714 0.551
C -0.58274 -0.36741 0.16942 -1.223 -1.897 0.819 -0.847
N 3.03667 0.34547 0.75787 0.664 1.914 2.915 -0.151
N 1.45763 -0.98326 -0.84042 -2.388 0.157 -0.027 0.040
N 3.34889 -0.61203 0.11342 1.263 -0.509 -0.406 0.103
N 2.71489 -1.21495 -0.81339 2.240 -1.906 -2.227 -0.643
S 1.59679 1.41312 0.33244 -0.616 0.002 -2.223 -0.099
H -0.92903 -0.89239 -0.76473 -0.488 0.260 1.343 0.298
H -1.15820 0.51436 0.41299 -0.129 0.273 -0.299 0.350
H -0.63188 -1.04142 1.12097 -0.072 0.839 -1.836 0.201
H 1.60447 1.82230 -1.02590 0.406 -0.093 1.229 0.197
```
Positions in Å, forces in eV/Å.

For the lowest unoccupied orbital energy, the calculation gives -0.18 eV. The HOMO energy is -8.66 eV.

***

C2H4N4S in the gas phase at a distorted geometry. Source: OMol25; level of theory: ωB97M-V/def2-TZVPD.

```
11
Properties=species:S:1:pos:R:3:forces:R:3:mulliken_charge:R:1
C -0.00961 1.27760 0.06790 1.415 -0.489 0.950 0.032
C 1.57043 -0.16572 -0.07947 1.936 -0.372 0.583 0.452
H -2.33134 -1.05854 1.15798 -0.625 1.803 -2.763 0.157
H -0.63787 2.20437 0.15218 0.932 -1.022 -0.271 0.354
H 3.66939 -0.16981 0.04491 -3.881 -1.168 -0.773 0.280
H 0.37946 -1.47298 0.94558 -0.019 1.106 -2.790 0.309
N -0.63814 0.04130 0.14610 0.088 3.066 -0.584 0.095
N 1.32624 1.16649 0.04607 -3.653 2.282 -0.465 -0.563
N 2.69751 -0.73569 -0.13396 2.674 0.126 0.542 -0.653
N 0.33998 -0.90614 -0.01324 0.715 -2.916 2.460 -0.352
S -2.28273 -0.19600 -0.15912 0.418 -2.417 3.110 -0.112
```
Positions in Å, forces in eV/Å.

For the lowest unoccupied orbital energy, the calculation gives -0.19 eV. The HOMO energy is -8.51 eV. The SMILES is [H]/N=c1\ncn(S)[nH]1.

***

A molecular structure, C2H4N4S2 at a distorted geometry. Source: OMol25; level of theory: ωB97M-V/def2-TZVPD.

```
12
Properties=species:S:1:pos:R:3:forces:R:3:mulliken_charge:R:1
C 1.13900 -1.21145 0.27710 3.875 -1.570 0.188 0.386
C -0.14068 0.85676 0.74440 3.591 0.938 0.818 -0.665
N 1.04628 -2.45405 -0.19503 -1.395 2.036 0.563 -0.185
N -0.17543 -2.69385 -0.52803 -0.751 1.234 -1.276 -0.219
N -0.95967 -0.99504 -0.43277 -0.031 -3.313 -1.001 -0.597
N -0.01323 -0.47705 0.14040 -0.832 0.204 -0.478 0.739
S 2.64657 -0.50536 0.76957 0.009 -0.372 0.917 -0.183
S 3.21857 0.51630 -0.86685 -0.312 0.405 -0.395 -0.482
H 0.26531 1.63135 0.07602 0.046 -0.646 -0.349 0.342
H -1.15223 1.09885 0.87733 -1.273 -0.098 0.828 0.344
H 0.68685 0.89308 1.59834 -2.248 -0.260 -1.283 0.223
H -0.17395 -3.30082 -1.42557 -0.679 1.444 1.468 0.298
```
Positions in Å, forces in eV/Å.

For the lowest unoccupied orbital energy (spin up / spin down), the calculation gives -1.79 / -1.79 eV. The HOMO energy (spin up / spin down) is -6.76 / -6.77 eV.

***

A molecular structure, C2H4N6 at a distorted geometry. Source: OMol25; level of theory: ωB97M-V/def2-TZVPD.

```
12
Properties=species:S:1:pos:R:3:forces:R:3:mulliken_charge:R:1
C 1.26612 -0.14132 -0.11706 -0.411 0.446 2.172 0.423
C -1.18373 0.12928 -0.08949 -1.561 -5.314 0.172 0.464
H 2.88091 -0.38551 -1.04923 0.385 0.012 5.101 0.374
H 2.88210 0.61784 0.60741 0.006 -1.591 -0.834 0.343
H -3.15104 -0.88391 0.29998 3.010 3.416 -0.095 0.279
H -2.98783 1.06400 0.22943 1.604 -4.179 1.278 0.320
N 2.60509 -0.34982 0.25160 0.959 0.996 -6.068 -0.586
N 0.55146 -1.09975 -0.74337 2.486 0.007 0.182 -0.221
N -0.71851 -1.03412 -0.73408 -1.516 3.106 0.737 -0.314
N -2.44594 0.02468 0.47761 -5.319 1.920 -1.738 -0.506
N -0.46685 1.05872 0.43459 -3.207 2.676 0.376 -0.296
N 0.76823 0.99992 0.43261 3.565 -1.495 -1.283 -0.279
```
Positions in Å, forces in eV/Å.

For the lowest unoccupied orbital energy, the calculation gives -0.34 eV. The HOMO energy is -8.91 eV.

***

For each record above, in turn, the calculated energy above the lowest of the compared OMol25 structures with the same formula, charge and spin values are 546.1, 306.4, 523.6, 378.1 kJ/mol.